DFT (ωB97M-V/def2-TZVPD) results for 9 unconnected molecules or ions with the total composition C19H47N9O13.

Geometry (Å):
C1 3.0408 1.8406 -1.5696
N1 3.5265 1.0091 -2.7595
O1 3.6604 -0.1691 -2.5014
O2 3.9401 1.6091 -3.7995
H1 3.7454 1.5916 -0.7761
H2 2.0601 1.4536 -1.2930
H3 3.0984 2.9155 -1.7410
C2 1.8561 -3.6855 -1.7600
N2 1.4712 -4.9599 -1.0025
O3 2.2221 -5.9351 -1.1304
O4 0.4307 -4.9674 -0.4321
H4 0.9579 -3.2878 -2.2326
H5 2.6045 -3.8245 -2.5402
H6 2.3194 -2.9688 -1.0820
C3 1.3279 -4.3023 2.5224
N3 2.4486 -5.2915 2.7533
O5 3.5001 -4.7920 3.1571
O6 2.2615 -6.4756 2.4362
H7 1.5770 -3.6831 1.6606
H8 1.3450 -3.6625 3.4047
H9 0.4548 -4.8916 2.2425
C4 -0.1245 0.5218 0.9046
N4 0.6509 -0.6406 1.3586
O7 0.5682 -0.9504 2.5596
O8 1.3159 -1.3502 0.5767
H10 0.3966 1.3282 1.4206
H11 -1.1596 0.4819 1.2438
H12 -0.0751 0.6248 -0.1794
C5 -0.1694 0.0682 -3.4264
N5 -0.2980 1.4761 -3.9693
C6 -0.2984 2.5119 -3.1242
C7 -0.6813 3.8444 -3.7092
O9 -0.0109 2.4391 -1.9292
H13 -0.4459 0.1008 -2.3725
H14 0.8267 -0.3001 -3.6720
H15 -0.9340 -0.6013 -3.8203
H16 -0.3550 1.6528 -4.9621
H17 -1.5526 4.2738 -3.2146
H18 -0.9806 3.8131 -4.7568
H19 0.1955 4.4902 -3.7567
C8 3.6196 0.6370 4.1673
N6 4.1690 1.7538 3.4907
C9 3.6538 2.2557 2.3922
C10 4.2397 3.5296 1.8100
O10 2.6227 1.8180 1.8763
H20 3.4603 -0.1587 3.4396
H21 2.7325 0.8265 4.7716
H22 4.3787 0.2330 4.8371
H23 5.0906 2.1206 3.6807
H24 4.1910 3.4303 0.7256
H25 5.2148 3.7682 2.2345
H26 3.6104 4.4135 1.9136
C11 -1.9719 -3.0041 0.7611
N7 -2.0472 -4.4158 0.4937
C12 -2.7114 -5.2469 1.2539
C13 -2.7032 -6.7104 0.7875
O11 -3.3245 -4.9643 2.2578
H27 -2.8259 -2.4324 0.3976
H28 -1.1406 -2.5157 0.2527
H29 -1.8557 -2.8635 1.8357
H30 -1.4159 -4.8876 -0.1381
H31 -1.6716 -7.0567 0.8509
H32 -2.8674 -6.5917 -0.2835
H33 -3.3117 -7.4546 1.3014
C14 -4.5505 0.2378 1.2541
N8 -4.6441 0.6462 -0.1424
C15 -3.6555 0.4554 -1.0261
C16 -3.9595 0.9356 -2.4616
O12 -2.6013 -0.1234 -0.8110
H34 -4.4776 -0.8348 1.4337
H35 -5.3872 0.7055 1.7730
H36 -3.6998 0.6663 1.7842
H37 -5.5286 0.9894 -0.4890
H38 -4.6814 1.7262 -2.6659
H39 -4.2885 0.0647 -3.0284
H40 -3.0244 1.2482 -2.9263
C17 -2.9418 4.5177 -0.2062
N9 -1.5328 4.3464 -0.1173
C18 -0.7799 4.9481 0.8111
C19 0.7114 4.6645 0.7802
O13 -1.2811 5.7941 1.5723
H41 -3.3698 3.8250 -0.9308
H42 -3.1844 5.5266 -0.5399
H43 -3.3210 4.2639 0.7837
H44 -1.0801 3.8305 -0.8582
H45 1.2001 4.7582 1.7500
H46 1.2193 5.3127 0.0660
H47 1.0057 3.7041 0.3571

Summary:
SMILES   C[N+](=O)[O-].C[N+](=O)[O-].C[N+](=O)[O-].C[N+](=O)[O-].CNC(C)=O.CNC(C)=O.CNC(C)=O.CNC(C)=O.CNC(C)=O
Gap between HOMO and LUMO   0.32562 Ha
Highest occupied orbital energy   -8.991 eV

For each atom in turn, the Löwdin charge in e is: C 0.044; N -0.399; O 0.050; O 0.021; H 0.085; H 0.070; H 0.096; C 0.063; N -0.397; O 0.077; O 0.039; H 0.093; H 0.094; H 0.079; C 0.042; N -0.414; O 0.039; O 0.048; H 0.066; H 0.098; H 0.087; C 0.034; N -0.382; O 0.038; O 0.012; H 0.082; H 0.090; H 0.065; C -0.019; N 0.045; C -0.556; C 0.009; O -0.011; H 0.056; H 0.076; H 0.080; H 0.138; H 0.082; H 0.075; H 0.094; C -0.065; N 0.009; C -0.548; C 0.014; O 0.010; H 0.090; H 0.098; H 0.089; H 0.142; H 0.067; H 0.078; H 0.076; C -0.058; N 0.005; C -0.605; C 0.006; O 0.041; H 0.064; H 0.069; H 0.091; H 0.087; H 0.073; H 0.075; H 0.084; C -0.055; N 0.022; C -0.536; C 0.004; O 0.027; H 0.084; H 0.086; H 0.079; H 0.138; H 0.073; H 0.084; H 0.057; C -0.079; N -0.002; C -0.527; C -0.001; O 0.016; H 0.070; H 0.089; H 0.092; H 0.079; H 0.077; H 0.085; H 0.049

DFT (ωB97M-V/def2-TZVPD) results for a molecular structure, C19H48CrF9O17S3.

Geometry (Å):
Cr1 0.7394 0.3626 -0.6374
C1 -2.8943 2.7687 -0.5954
F1 -4.1647 2.8913 -0.9244
F2 -2.1236 3.4360 -1.4489
F3 -2.7393 3.1526 0.6786
S1 -2.5632 0.9559 -0.7931
O1 -1.1352 0.8435 -0.3498
O2 -3.4556 0.3996 0.1878
O3 -2.7143 0.6772 -2.1842
C2 5.1300 -0.7830 -1.2960
F4 6.0429 -1.6601 -0.8979
F5 5.3046 0.3583 -0.6165
F6 5.1678 -0.5975 -2.5932
S2 3.4959 -1.4145 -0.7298
O4 3.2826 -2.5865 -1.5557
O5 3.6229 -1.5418 0.6820
O6 2.6041 -0.2745 -1.1153
C3 1.1557 3.7785 -3.7212
F7 1.8730 4.6367 -4.4009
F8 0.1919 4.4807 -3.0790
F9 0.6343 2.9597 -4.6330
S3 2.1086 2.8149 -2.4727
O7 3.0014 2.0918 -3.3206
O8 2.5640 3.8057 -1.5293
O9 1.0717 1.9685 -1.7828
C4 -4.0096 -2.7986 -4.4068
C5 -2.5283 -2.6227 -4.1925
O10 -2.1494 -1.9912 -2.9357
H1 -4.5541 -1.8428 -4.5585
H2 -4.4539 -3.3926 -3.6184
H3 -4.1288 -3.3031 -5.3516
H4 -2.1262 -2.0787 -5.0300
H5 -2.0710 -3.6233 -4.1014
H6 -2.7014 -1.2005 -2.8144
C6 -1.3821 2.0829 3.7494
C7 -1.9200 0.6075 3.6834
O11 -1.0152 -0.2966 3.0661
H7 -1.4331 2.6224 2.8109
H8 -0.3574 2.1361 4.1450
H9 -2.0585 2.5304 4.5102
H10 -2.7715 0.6061 3.0050
H11 -2.2563 0.1258 4.6027
H12 -0.2425 -0.4433 3.5896
C8 -3.4148 -4.3292 0.8489
C9 -3.7857 -2.8579 0.9616
O12 -2.6296 -2.1704 1.2495
H13 -4.2519 -4.9743 0.6205
H14 -2.9823 -4.5796 1.7989
H15 -2.6565 -4.4995 0.0981
H16 -4.5712 -2.7718 1.6946
H17 -4.1360 -2.5173 -0.0231
H18 -2.7253 -1.2101 1.2666
C10 3.3542 2.0005 1.2354
C11 2.1389 1.2099 1.8052
O13 0.9312 1.3850 1.0160
H19 3.4787 1.7581 0.1820
H20 4.2376 1.8423 1.8259
H21 3.0825 3.0423 1.1993
H22 1.8492 1.4521 2.8431
H23 2.2841 0.1241 1.7300
H24 0.8190 2.3659 0.9228
C12 1.5157 -1.8804 -4.1292
C13 0.6756 -0.6794 -3.6258
O14 0.1709 -0.7820 -2.2430
H25 0.9397 -2.7142 -4.5488
H26 2.2662 -2.2779 -3.4720
H27 1.9650 -1.4973 -5.0380
H28 -0.1869 -0.5599 -4.2593
H29 1.2718 0.2172 -3.6643
H30 -0.6830 -1.0881 -2.1924
C14 1.4129 6.0145 0.2658
C15 0.2199 5.0639 0.2104
O15 0.4115 4.0036 1.2182
H31 1.2731 6.7900 -0.4830
H32 2.3040 5.4331 0.1093
H33 1.3571 6.5113 1.2392
H34 0.0428 4.5264 -0.7138
H35 -0.6615 5.6586 0.4404
H36 0.7476 4.4020 2.0308
C16 0.4472 -1.5693 5.7743
C17 1.2639 -2.2604 4.6458
O16 1.6234 -1.3009 3.6940
H37 0.3623 -2.2562 6.5939
H38 -0.5570 -1.2723 5.5029
H39 0.9762 -0.6526 5.9296
H40 0.5587 -2.9814 4.2132
H41 2.1578 -2.7063 5.0259
H42 1.9745 -1.6741 2.8722
C18 0.1957 -3.7240 1.1925
C19 0.2043 -2.7074 0.0922
O17 0.3191 -1.3226 0.6095
H43 -0.6228 -3.5486 1.8878
H44 1.1748 -3.7201 1.7070
H45 0.0747 -4.7427 0.8342
H46 -0.7533 -2.7537 -0.4646
H47 0.9852 -2.7481 -0.6861
H48 -0.4907 -1.1137 1.1314

Summary:
Gap between HOMO and LUMO (alpha / beta)   0.33543 / 0.36870 Ha
Highest occupied orbital energy (alpha / beta)   -10.229 / -10.229 eV
2S+1   4

For each atom in turn, the Löwdin charge in e is: Cr 1.019; C -0.658; F 0.159; F 0.154; F 0.149; S 0.602; O -0.368; O -0.248; O -0.240; C -0.678; F 0.154; F 0.129; F 0.185; S 0.568; O -0.273; O -0.247; O -0.368; C -0.664; F 0.175; F 0.112; F 0.143; S 0.574; O -0.241; O -0.260; O -0.372; C -0.085; C -0.276; O -0.110; H 0.091; H 0.075; H 0.071; H 0.102; H 0.124; H 0.051; C -0.048; C -0.257; O -0.096; H 0.042; H 0.069; H 0.081; H 0.102; H 0.106; H 0.022; C -0.072; C -0.325; O -0.090; H 0.074; H 0.067; H 0.064; H 0.111; H 0.114; H 0.045; C -0.019; C -0.193; O -0.188; H 0.053; H 0.088; H 0.060; H 0.128; H 0.076; H 0.078; C -0.029; C -0.152; O -0.138; H 0.074; H 0.043; H 0.081; H 0.115; H 0.086; H 0.005; C -0.067; C -0.241; O -0.105; H 0.085; H 0.051; H 0.080; H 0.077; H 0.112; H 0.102; C -0.051; C -0.290; O -0.097; H 0.073; H 0.052; H 0.072; H 0.109; H 0.107; H 0.074; C -0.054; C -0.212; O -0.142; H 0.067; H 0.086; H 0.088; H 0.112; H 0.105; H 0.081

no.,total energy (Eh)
1,-2222.7400
2,-5169.7387